# 1
53
Properties=species:S:1:pos:R:3 method="wB97M-V/def2-TZVPD" max_force_ha_per_bohr=0.06461 homo_lumo_gap_ha="0.2180 / 0.2229" de_lowest_kj_mol=0.0 total_charge=+1 lumo_energy_ev="-5.77 / -5.87" energy_ev=-40052.28757 e_homo_ev="-11.70 / -11.94"
N -0.90397 -1.80685 -0.33861
H -0.52218 -1.55963 -4.10925
H 2.79899 -3.65567 -1.94097
H -2.83667 2.68175 2.38552
H 0.44962 -1.90024 3.79090
C 1.74166 -3.62082 -2.24356
H 0.93000 0.00269 -3.75454
C -0.99658 -4.25000 -0.83476
H 2.20204 -1.98552 4.04368
O 0.14600 -1.23009 -3.45367
H -3.16762 -0.20136 -2.14821
H 0.61596 4.69433 1.29572
H 1.67343 -3.21666 -3.26833
H 0.76117 4.99453 -0.45980
H -2.13762 -0.37056 1.10080
N -1.59491 1.33088 0.42075
C 1.35041 0.06339 4.06878
H -2.70807 1.45267 -2.66543
C 1.40099 -1.39233 3.59552
O 0.87288 -0.01500 1.68909
N 0.29554 2.50447 -0.81519
H 0.91433 1.51456 -4.36677
O -2.33097 0.60739 1.32400
C 0.07310 4.66256 0.33249
C -2.26764 3.37194 1.75357
C 1.01264 -2.73606 -1.32489
C 1.53487 -1.24967 2.07709
H -1.16229 -4.60650 0.18868
H 1.17880 1.76930 2.66066
O 2.69565 -1.23590 -1.48053
H -2.30013 0.04522 -3.72191
O 1.32163 0.97742 -3.64703
H -0.36311 0.95541 3.04070
H -0.40980 -5.00205 -1.37057
N 1.59245 -1.51129 -0.98090
H 2.59273 -1.22053 1.76901
C -0.28296 -2.94527 -0.80282
H 1.04348 -2.05173 1.51985
C -1.46040 2.62165 0.73771
H 0.79109 0.20670 4.99822
H 1.30208 -4.62259 -2.23238
C 0.71646 0.79547 2.87800
H -1.97534 -4.17282 -1.32817
H 2.36259 0.45992 4.20905
O 1.52972 3.07340 -1.15651
H -1.60655 3.98519 2.38628
H -2.97833 4.06322 1.26789
H -0.79376 5.34065 0.40855
C -2.42818 0.39632 -2.68732
Bi -0.43692 0.17507 -1.64516
O -1.83004 -1.89548 0.55858
H 1.96407 2.43501 -1.76189
C -0.37030 3.27346 0.03806

---

# 2
51
Properties=species:S:1:pos:R:3 method="wB97M-V/def2-TZVPD" max_force_ha_per_bohr=0.06156 homo_lumo_gap_ha=0.3414 de_lowest_kj_mol=0.0 total_charge=+1 lumo_energy_ev=-3.32 energy_ev=-99054.95408 e_homo_ev=-12.61
O -0.25032 1.98507 3.07449
O 1.20745 0.06450 -2.87109
H -0.21722 2.49430 -1.74244
H 4.11929 -1.26227 -1.97113
H 0.77781 -1.63110 1.29222
H 3.05101 0.75639 -3.29104
C -1.18536 1.66817 0.01618
H -1.82862 0.56506 5.44788
C 2.61935 -0.18240 -2.97863
N -1.62671 0.90969 4.52863
C -1.18516 2.54696 -1.26391
H -1.73539 -2.95578 0.38713
Br -4.04040 2.61968 -2.13660
H 4.35384 0.03035 0.01480
N -2.40024 -0.35487 -0.78599
N -0.85647 -0.85380 -2.41836
H 2.60825 -1.29660 -1.12100
H -3.32680 1.31706 0.11529
O -1.82460 1.59631 -3.39402
H 0.36106 -1.43337 -3.97702
H 0.26335 1.38641 6.15171
N 0.42144 1.71618 5.21877
C -0.20954 -1.50890 0.86790
C -0.47003 1.56131 4.20417
N -0.05641 -0.57209 -0.26776
H -1.64434 -0.78723 -3.04872
H -0.99354 -4.15982 2.03232
C 3.78902 0.46577 -0.79998
C -0.64948 -2.91189 0.46221
H 0.48989 0.87473 1.15430
H -2.31616 0.80656 3.81038
C 0.10714 0.84116 0.14602
H -0.22144 -3.15862 -0.50187
C -1.09720 -0.63456 -1.17549
H -2.36830 0.36592 1.19717
H 2.77089 -0.93966 -3.74204
C 0.47912 -1.10277 -2.94802
H -1.19354 2.33360 0.86818
H 0.93194 -1.90408 -2.37037
H 0.23123 -4.66427 1.07420
H -2.77564 -1.19427 -0.35895
C -2.16154 2.16116 -2.35747
H 0.84632 1.28782 -0.50946
H 3.00171 1.05737 -0.34457
H -1.34533 3.59008 -1.02424
C -2.39940 0.77529 0.18986
H -0.83373 -1.10850 1.66513
H 4.43857 1.14585 -1.33546
C 3.26978 -0.64957 -1.68718
N -0.20067 -3.85605 1.49191
H 1.27509 2.19971 5.01195

---

# 3
69
Properties=species:S:1:pos:R:3 method="wB97M-V/def2-TZVPD" max_force_ha_per_bohr=0.04574 homo_lumo_gap_ha=0.2560 de_lowest_kj_mol=0.0 total_charge=0 lumo_energy_ev=-1.57 energy_ev=-326916.05916 e_homo_ev=-8.54
H 5.04380 -3.07390 11.18337
H 2.24375 -2.47317 16.58292
H 2.57721 -8.75831 11.37581
C 5.47962 -2.19123 11.65140
H 1.26931 -1.29332 11.72165
H 0.91081 -5.38940 12.87505
H 2.40280 -4.64879 7.41616
H -0.22387 -3.62567 20.75701
H 1.37116 -7.54062 10.86846
Cl -2.93856 -3.81033 15.18150
Cl -4.14745 -2.77596 7.85218
C -2.64889 -8.21413 12.42740
H 3.52325 -6.52480 11.71079
Cl -2.36525 -2.88826 19.78551
Cl -1.76591 0.41447 15.28460
Cl -0.22310 -4.56467 18.63997
Hg -1.27419 -5.75485 16.33211
Cl -0.96403 -0.44216 11.86902
Cl 6.77881 -1.54439 10.72016
H -0.50229 -4.34698 13.16279
H 0.62139 -4.56341 7.42417
Hg 2.30310 -6.63936 15.29622
H 3.91133 -2.45488 17.28031
H 5.18438 -6.91505 11.97871
Cl 1.97496 0.09529 14.50257
C -3.72193 -4.29890 8.68040
H -1.44872 -0.00703 17.57765
Cl 0.50281 -1.11465 9.38700
Cl 0.93232 -8.33223 13.05320
Cl 1.56759 -4.55095 9.60341
H 0.10515 0.31896 16.78374
H 5.98114 -2.47149 12.57770
H 4.61492 -5.25271 12.32911
H 4.21978 0.44165 14.74340
C -0.85085 -0.19544 16.68593
Cl -2.19793 -4.95471 8.12119
O 0.43429 -5.21171 14.83498
H -3.65239 -4.07935 9.74579
H -3.71365 -8.25101 12.19709
Cl -2.32138 -7.78774 14.13511
Cl -0.45693 -1.87664 16.31099
Cl 2.97390 -4.60164 17.26839
C -3.51979 -2.73055 13.88174
C 1.49451 -5.01729 7.89294
H 0.06337 -2.44452 11.37884
Cl -3.25262 -3.35095 12.25671
C 1.52039 -8.49145 11.38007
Cl 0.59850 -9.73686 10.47140
C 3.22038 -2.95678 16.60298
C 0.34509 -1.41523 11.15680
H 3.37660 1.97237 14.96380
H 1.12552 -3.76195 13.47461
H -2.14730 -9.15095 12.18479
C -1.01577 -4.04728 20.13795
C 0.47958 -4.63777 13.53625
Cl 4.20209 -1.00186 11.78067
O 3.97008 -6.66617 13.66236
Cl 3.44945 0.64281 16.92249
H -1.33007 -4.94521 20.66997
Cl 1.46024 -6.83835 7.76504
H -3.05419 -1.74946 13.97543
Cl 3.84771 -3.00938 14.94144
C 3.35289 0.91056 15.20895
Cl 0.39682 -7.78140 16.91192
Cl -3.40821 -6.44391 17.56676
Cl -1.96106 -6.89293 11.43116
H -4.52797 -5.02644 8.58515
H -4.59349 -2.61708 14.03135
C 4.36468 -6.31279 12.37046

---

# 4
51
Properties=species:S:1:pos:R:3 method="wB97M-V/def2-TZVPD" max_force_ha_per_bohr=0.15712 homo_lumo_gap_ha="0.2067 / 0.2100" de_lowest_kj_mol=0.0 total_charge=+2 lumo_energy_ev="-9.14 / -9.16" s2=2.029 energy_ev=-91798.06368 spin_multiplicity=3 e_homo_ev="-14.77 / -14.87"
C 1.54009 0.17257 2.41494
V -0.23639 -1.41661 0.21898
O 0.16256 1.18556 -0.61318
C 1.08062 3.63904 0.07253
C -2.79228 1.59821 0.29092
H 2.21704 3.53710 2.41070
C 0.74265 1.25677 0.50751
N 1.20870 2.46664 0.94422
H -2.42062 1.85926 -0.70445
C -2.08687 -0.91801 -2.95796
P 1.81591 -1.37638 -1.40989
Cl 0.09015 -3.57305 -0.15629
H -4.89912 -0.39848 0.46163
H -2.55935 -1.49885 -2.14696
H 1.70293 -3.48067 -2.63560
C 3.14974 -2.07334 -0.36937
H 2.76586 -2.92541 0.19829
C 2.68718 0.09615 -2.04177
H 2.55256 -2.18427 -3.56358
H 2.55430 1.42178 3.84272
Cl -0.80901 -2.25134 2.39396
H 0.52906 3.37725 -0.83090
H -2.28187 2.21371 1.04238
C -1.82934 0.41193 -2.50578
H -3.87532 1.78404 0.35155
N 1.76385 -0.96896 3.09834
C -4.02333 -0.93708 0.07086
H 1.04219 -1.70620 2.99489
H 3.99612 -2.38731 -0.99146
H -2.79043 -0.91111 -3.82204
H -4.04429 -1.97759 0.42404
H 0.76605 -2.18158 -3.43441
H 3.37743 -0.22118 -2.83728
H 1.95867 0.81784 -2.42705
C -2.92233 0.00066 2.50034
H -2.18767 0.66420 2.97444
P -2.50469 -0.15518 0.70450
C 2.03090 1.40702 2.89136
H 2.07921 3.98884 -0.20351
C 1.86662 2.53974 2.14672
N 0.88165 0.11201 1.24001
H 3.48457 -1.30018 0.33254
H -1.13253 -1.41775 -3.23429
H 2.15640 -0.87012 4.02413
H 3.26267 0.55331 -1.22758
H -3.93597 0.40281 2.65098
H 0.54942 4.43079 0.60540
H -4.04675 -0.91886 -1.02282
O -1.51031 1.51933 -2.72932
C 1.70207 -2.41674 -2.90747
H -2.82866 -0.99034 2.96407